Entry 1:
Below is a single C22H24N2O6 molecule, with properties calculated with ωB97M-V/def2-TZVPD.

Its spin multiplicity is 1. As for the energy relative to the best compared isomer or geometry (same formula, charge and spin): 63.6 kcal/mol. As for the structure (SMILES): COc1cc2cc(C(=O)N[C@@H](Cc3ccccc3)C(=O)O)n(C)c2c(OC)c1OC. The calculation puts the LUMO energy at 0.60 eV. The net charge is 0. Its total energy is -38468.3154 eV.

Geometry as XYZ:
```
54
Properties=species:S:1:pos:R:3:forces:R:3:lowdin_charge:R:1
C -4.922182 -3.121888 -0.688447 0.0 -0.2 -0.1 -0.083
O -4.822283 -1.772282 -0.313852 0.1 0.4 0.2 -0.095
C -3.586753 -1.282478 0.011610 0.0 -0.2 0.0 -0.201
C -2.422464 -2.001171 -0.076495 -0.3 0.0 -0.1 0.029
C -1.228906 -1.373876 0.305472 -0.1 0.6 0.2 -0.156
C 0.110350 -1.805052 0.326696 0.4 0.3 0.2 0.037
C 0.871736 -0.757660 0.813775 -0.6 -0.4 -0.2 -0.125
C 2.328998 -0.706738 0.941876 0.2 0.0 0.3 -0.382
O 2.954464 0.144252 1.562411 -0.4 0.0 -0.1 0.075
N 2.999662 -1.711032 0.317372 0.1 -0.4 0.0 0.123
C 4.397815 -1.501911 0.014771 0.1 0.2 0.0 -0.186
C 4.581357 -0.782111 -1.343005 0.0 0.0 0.3 -0.071
C 3.527653 0.274635 -1.531962 0.1 0.0 -0.2 -0.232
C 2.307682 -0.051380 -2.112904 0.1 0.1 -0.1 -0.056
C 1.295391 0.887086 -2.208780 -0.1 0.0 0.0 -0.081
C 1.496425 2.168794 -1.728787 -0.1 0.1 0.0 -0.099
C 2.713847 2.506651 -1.160966 0.0 0.1 0.0 -0.075
C 3.723138 1.566392 -1.061171 0.0 0.1 -0.1 -0.030
C 5.047281 -0.718648 1.164066 0.6 -0.2 -0.1 -0.525
O 5.725505 0.263033 1.031152 0.1 0.1 -0.1 0.106
O 4.977330 -1.416656 2.305614 -0.1 -0.4 0.4 0.115
N 0.050928 0.303122 1.100020 0.1 -0.2 -0.1 0.002
C 0.454030 1.584931 1.612682 0.3 0.8 0.3 0.002
C -1.229910 -0.047018 0.785574 -0.2 -0.5 -0.2 -0.088
C -2.424703 0.699841 0.871885 -0.3 0.0 0.0 -0.108
O -2.296414 1.969417 1.352455 0.2 -0.5 -0.3 -0.076
C -3.424719 2.746056 1.690564 -0.3 0.3 0.2 -0.055
C -3.594456 0.071440 0.466855 -0.2 0.3 0.0 -0.131
O -4.812029 0.731985 0.540034 0.5 -0.4 0.2 -0.121
C -5.396837 1.049968 -0.706941 -0.1 0.1 -0.3 -0.070
H -4.556301 -3.785662 0.101169 0.0 0.0 0.0 0.097
H -4.374727 -3.324449 -1.615443 0.0 0.0 0.0 0.096
H -5.983618 -3.304396 -0.850244 0.1 0.0 0.0 0.095
H -2.399370 -3.021561 -0.419348 -0.1 -0.1 -0.1 0.109
H 0.452095 -2.782564 0.048146 0.1 -0.2 0.0 0.111
H 2.491578 -2.329048 -0.294177 0.0 0.1 0.0 0.132
H 4.895833 -2.478799 -0.005189 0.0 0.2 0.0 0.161
H 5.574184 -0.332137 -1.350633 0.0 -0.1 -0.1 0.123
H 4.516264 -1.520692 -2.144764 0.0 0.0 0.0 0.119
H 2.143515 -1.050147 -2.495997 0.0 -0.1 0.0 0.114
H 0.348106 0.612549 -2.650153 -0.1 0.0 0.0 0.106
H 0.706086 2.902216 -1.798710 -0.1 0.1 0.0 0.102
H 2.874548 3.506152 -0.784630 0.0 0.1 0.0 0.106
H 4.660452 1.819775 -0.591384 0.1 0.0 0.1 0.113
H 5.364105 -0.896688 3.026043 0.0 0.1 -0.3 0.136
H 0.132533 2.374932 0.935063 0.0 0.0 0.1 0.090
H 1.536133 1.604166 1.712206 -0.2 0.0 0.0 0.081
H -0.002564 1.756070 2.588322 0.0 0.0 0.0 0.102
H -3.023034 3.601242 2.235730 0.0 0.0 0.0 0.096
H -3.953348 3.102878 0.803435 0.0 0.0 0.1 0.091
H -4.118917 2.194461 2.325733 0.1 0.1 0.0 0.101
H -5.637283 0.153111 -1.281172 0.0 0.1 0.0 0.085
H -4.734494 1.691710 -1.301253 0.0 0.0 0.1 0.097
H -6.313704 1.589187 -0.474333 0.0 0.0 -0.1 0.095
```
Positions in Å, forces in eV/Å.

=====

Entry 2:
Below is a single C22H24N2O7S molecule, with properties calculated with ωB97M-V/def2-TZVPD.

Its spin multiplicity is 1. As for the energy relative to the best compared isomer or geometry (same formula, charge and spin): 0.0 kcal/mol. As for the structure (SMILES): CCOc1cc([C@@H](CS(C)(=O)=O)N2C(=O)c3cccc(NC(C)=O)c3C2=O)ccc1OC. The calculation puts the LUMO energy at -0.46 eV. The net charge is 0. Its total energy is -51352.4821 eV.

Geometry as XYZ:
```
56
Properties=species:S:1:pos:R:3:forces:R:3:lowdin_charge:R:1
C 5.171147 2.039832 -1.208657 -0.3 -0.3 0.0 -0.061
C 4.023437 1.144288 -0.769116 0.2 0.3 0.2 -0.251
O 3.720263 0.281879 -1.848358 0.0 -0.1 -0.2 -0.027
C 2.705693 -0.606204 -1.712301 0.0 -0.1 -0.1 -0.176
C 1.936154 -0.762285 -0.573005 0.2 0.0 -0.1 0.037
C 0.912001 -1.704718 -0.524825 0.0 -0.3 -0.1 -0.169
C 0.024525 -1.867010 0.693141 0.0 0.0 -0.3 -0.238
C 0.710870 -1.606028 2.023024 -0.7 -0.3 0.5 -0.151
S -0.448947 -1.834335 3.416688 0.4 -0.3 0.4 0.657
C -1.007572 -3.554224 3.329144 0.3 0.8 -0.2 -0.109
O -1.584578 -0.966745 3.239308 -0.2 -0.1 -0.1 -0.284
O 0.318038 -1.670448 4.621047 0.3 -0.2 0.0 -0.321
N -1.150798 -1.015449 0.578459 0.2 -0.2 -0.2 0.071
C -2.433999 -1.544715 0.686788 0.0 -0.3 -0.2 -0.355
O -2.669529 -2.727335 0.744402 -0.2 0.1 -0.1 0.112
C -3.350378 -0.389269 0.699206 -0.2 0.8 0.1 -0.073
C -4.723776 -0.313489 0.760929 0.2 -0.2 0.0 0.009
C -5.291170 0.961174 0.797106 0.1 -0.2 0.0 -0.043
C -4.523274 2.109108 0.779876 0.0 0.2 0.0 0.021
C -3.121811 2.036241 0.724111 -0.3 -0.5 0.0 -0.132
N -2.272100 3.123581 0.720657 0.5 -0.1 0.0 0.144
C -2.588526 4.459289 0.722779 0.4 0.0 0.0 -0.498
C -1.355125 5.331085 0.746083 -0.2 0.2 0.0 0.006
O -3.717280 4.887121 0.703693 -0.3 0.1 0.0 0.078
C -2.562704 0.763328 0.675469 -0.7 0.0 0.1 -0.017
C -1.151105 0.366408 0.645638 -0.1 0.0 -0.1 -0.331
O -0.169686 1.080342 0.670355 0.1 0.0 0.1 0.117
C 0.663526 -2.487764 -1.636646 0.0 0.1 0.3 -0.028
C 1.426229 -2.345287 -2.787514 0.2 0.1 -0.2 -0.008
C 2.449402 -1.415726 -2.844151 0.1 0.1 0.0 -0.197
O 3.256043 -1.197117 -3.915942 0.0 0.2 0.4 -0.061
C 3.045681 -1.960428 -5.077606 0.0 -0.1 -0.2 -0.083
H 5.441341 2.717921 -0.404189 0.0 0.1 0.1 0.076
H 4.877667 2.616439 -2.081176 0.0 0.1 -0.1 0.078
H 6.033206 1.433073 -1.471049 0.1 0.0 0.0 0.078
H 3.143702 1.749171 -0.509884 0.0 -0.1 0.0 0.128
H 4.318373 0.556850 0.112077 -0.1 0.0 -0.1 0.128
H 2.115494 -0.133705 0.280945 0.1 0.1 0.1 0.097
H -0.374060 -2.889951 0.686069 0.1 0.2 0.0 0.143
H 1.546467 -2.277525 2.193331 0.1 -0.1 0.0 0.121
H 1.037447 -0.572966 2.113913 0.0 0.1 0.1 0.103
H -0.138415 -4.186795 3.206854 0.2 -0.1 0.0 0.070
H -1.497893 -3.766807 4.270911 0.0 0.1 0.2 0.073
H -1.707351 -3.656286 2.508836 0.0 0.0 -0.1 0.040
H -5.331968 -1.203140 0.786642 -0.1 -0.1 0.0 0.120
H -6.365381 1.056953 0.848597 -0.1 0.0 0.0 0.110
H -4.991540 3.079225 0.817719 0.0 0.0 0.0 0.103
H -1.288640 2.865857 0.729313 -0.1 0.1 0.0 0.127
H -0.720884 5.107429 -0.108868 0.1 0.0 0.0 0.086
H -1.651435 6.375397 0.713374 0.0 0.0 0.0 0.084
H -0.789149 5.146108 1.656596 0.1 0.0 0.1 0.087
H -0.132497 -3.216967 -1.617819 -0.1 -0.1 0.0 0.118
H 1.207339 -2.971573 -3.637059 0.0 0.0 -0.1 0.105
H 3.188743 -3.029747 -4.889596 0.0 0.0 0.0 0.097
H 3.792727 -1.618357 -5.791980 -0.1 -0.1 0.0 0.095
H 2.046056 -1.795702 -5.493335 0.0 0.0 0.0 0.097
```
Positions in Å, forces in eV/Å.

=====

Entry 3:
Below is a gas-phase ion, C22H24N3O2 (charge +1), with properties calculated with ωB97M-V/def2-TZVPD.

Its spin multiplicity is 1. As for the energy relative to the best compared isomer or geometry (same formula, charge and spin): 0.0 kcal/mol. As for the structure (SMILES): O=C(COc1ccc2ccccc2c1)N1CC[NH+](Cc2ccncc2)CC1. The calculation puts the LUMO energy at -2.69 eV. The net charge is +1. Its total energy is -31762.9644 eV.

Geometry as XYZ:
```
51
Properties=species:S:1:pos:R:3:forces:R:3:lowdin_charge:R:1
O -1.418747 -3.467856 1.768296 -0.3 -0.1 0.3 0.096
C -1.487484 -3.109357 0.617018 0.0 0.0 -0.2 -0.429
C -2.820663 -2.974818 -0.113743 -0.2 -0.2 0.2 -0.077
O -2.935292 -1.796527 -0.878382 -0.1 0.3 0.0 -0.061
C -2.811378 -0.579945 -0.248384 0.1 0.4 -0.4 -0.266
C -2.671748 -0.415967 1.143227 0.0 -0.2 0.1 -0.002
C -2.495643 0.836987 1.665630 0.0 -0.1 -0.1 -0.007
C -2.450220 1.981337 0.844886 0.0 -0.1 -0.3 -0.174
C -2.273416 3.280051 1.367699 0.0 0.3 0.0 -0.031
C -2.258742 4.366735 0.539124 0.0 -0.1 0.3 -0.071
C -2.414889 4.204273 -0.847819 0.0 -0.2 -0.3 -0.069
C -2.582173 2.959561 -1.386382 0.0 0.2 -0.1 -0.033
C -2.608149 1.816941 -0.557622 0.1 -0.1 0.3 -0.169
C -2.779171 0.520421 -1.077136 -0.2 -0.4 0.2 0.021
N -0.353690 -2.778252 -0.076503 0.4 0.0 -0.1 -0.042
C -0.222440 -2.411776 -1.462446 -0.1 0.1 -0.2 -0.096
C 0.260848 -0.961678 -1.578514 -0.7 -0.3 -0.5 -0.066
N 1.517624 -0.768546 -0.814151 0.2 -0.1 -0.2 -0.087
C 2.030490 0.626178 -0.917013 0.5 0.6 0.0 -0.064
C 3.428315 0.721465 -0.357629 0.1 0.0 0.0 -0.230
C 4.485227 0.090820 -1.008157 -0.1 0.1 0.2 -0.018
C 5.755229 0.191063 -0.455794 -0.2 -0.2 -0.3 -0.117
N 6.004298 0.855518 0.655616 0.6 0.1 0.2 0.083
C 5.008353 1.460975 1.270332 -0.4 0.1 0.1 -0.112
C 3.696379 1.422333 0.810899 0.0 -0.1 -0.2 -0.010
C 1.330391 -1.185247 0.599962 0.0 -0.6 0.8 -0.059
C 0.887617 -2.645552 0.650372 -0.1 0.1 0.3 -0.091
H -2.940467 -3.799650 -0.823038 0.0 0.1 0.1 0.150
H -3.615073 -3.053239 0.637525 0.2 0.0 -0.1 0.148
H -2.721608 -1.262763 1.807581 0.0 -0.1 0.1 0.112
H -2.400342 0.959845 2.734363 0.0 0.0 0.1 0.122
H -2.163546 3.398487 2.435655 0.0 0.0 0.1 0.115
H -2.135384 5.359173 0.944416 0.0 0.1 0.1 0.108
H -2.408455 5.075233 -1.485186 0.0 0.1 -0.1 0.109
H -2.712216 2.831523 -2.451014 0.0 0.0 -0.1 0.114
H -2.915547 0.381015 -2.139080 0.0 0.0 -0.2 0.133
H -1.174720 -2.504786 -1.981936 0.2 0.0 0.0 0.136
H 0.501419 -3.086931 -1.939651 0.0 0.0 0.0 0.141
H 0.434116 -0.710366 -2.626257 0.1 0.1 0.1 0.149
H -0.498293 -0.284238 -1.173516 0.3 0.0 0.0 0.121
H 2.234150 -1.388252 -1.215940 -0.1 0.1 0.1 0.183
H 2.032937 0.912952 -1.972024 -0.1 -0.1 0.1 0.149
H 1.347127 1.285722 -0.377995 -0.1 -0.2 -0.1 0.146
H 4.337661 -0.445628 -1.934633 0.0 -0.1 -0.2 0.115
H 6.607019 -0.278881 -0.926432 0.0 -0.1 -0.1 0.117
H 5.266612 1.998453 2.171456 -0.1 0.1 0.1 0.117
H 2.912192 1.936214 1.344359 -0.1 0.1 0.1 0.118
H 2.267112 -1.043129 1.141479 0.0 0.1 -0.2 0.142
H 0.558262 -0.549736 1.040909 0.0 0.1 -0.1 0.151
H 0.703319 -2.951958 1.683329 0.2 0.1 -0.2 0.139
H 1.653738 -3.301779 0.221650 0.0 0.0 0.0 0.144
```
Positions in Å, forces in eV/Å.

=====

Number 1: HOMO -7.646 eV. Number 2: HOMO -8.276 eV. Number 3: HOMO -10.817 eV.